No. 1
Computed, not measured: C48H34N6NiO as an isolated structure in a non-equilibrium geometry, with ωB97M-V with the def2-TZVPD basis set.

Geometry as XYZ:
```
90
Properties=species:S:1:pos:R:3:lowdin_charge:R:1
Ni 0.244 0.022 0.199 0.366
O 3.941 -12.165 -0.821 -0.077
N 0.487 1.436 1.369 0.082
N 1.851 -6.088 -1.360 0.190
N 2.559 -6.046 0.746 0.183
N 0.461 -1.364 -1.204 0.080
N -2.075 -0.742 0.476 0.147
N 1.277 -1.311 1.291 0.058
C -4.208 -0.084 -0.382 0.002
C -3.560 2.607 2.400 -0.082
C 1.646 -4.841 -0.830 -0.164
C -2.785 0.026 -0.324 -0.212
C 1.082 -3.688 -1.476 -0.070
C 3.303 -8.912 0.587 -0.026
C -4.689 -2.818 2.085 -0.038
C -0.015 2.162 -1.694 -0.103
C -4.847 -1.002 0.387 -0.006
C 3.840 -12.847 -2.057 -0.079
C 3.352 3.496 4.920 -0.108
C 0.211 2.286 2.237 -0.334
C 0.652 -3.642 -2.812 0.015
C 0.968 -2.525 -0.717 -0.111
C -2.729 1.833 -2.065 -0.046
C 2.799 -8.193 -0.498 -0.158
C -0.686 2.950 -2.616 -0.094
C -3.732 3.968 2.618 -0.101
C 0.072 -1.335 -2.466 -0.064
C 2.076 -4.787 0.477 -0.123
C 3.549 -10.867 -0.783 -0.279
C 1.285 2.792 3.175 -0.189
C 2.398 -6.788 -0.393 -0.262
C -2.054 1.037 -1.133 -0.180
C 2.432 -3.448 2.608 0.004
C 0.155 -2.460 -3.301 -0.023
C -1.922 -2.469 2.125 -0.003
C -2.284 2.078 2.304 -0.032
C -2.704 -1.665 1.259 -0.200
C -1.344 4.248 2.666 -0.044
C 1.431 -2.489 0.660 -0.135
C 3.675 -10.232 0.452 0.004
C -2.052 2.781 -2.809 -0.099
C 2.675 -8.838 -1.722 -0.013
C 2.596 2.905 2.716 -0.046
C -1.162 2.890 2.431 -0.168
C 1.702 -1.162 2.530 -0.075
C -0.670 1.185 -0.942 -0.177
C -4.099 -1.843 1.250 -0.160
C 2.291 -2.227 3.226 -0.026
C 3.043 -10.166 -1.874 -0.006
C -2.620 4.787 2.749 -0.089
C 1.024 3.044 4.518 -0.049
C 3.620 3.262 3.576 -0.094
C 2.052 3.383 5.388 -0.094
C 2.000 -3.607 1.280 -0.071
C -2.515 -3.406 2.923 -0.076
C -3.915 -3.588 2.905 -0.086
H 4.064 -10.794 1.288 0.122
H -5.926 -1.096 0.358 0.117
H 1.561 -0.174 2.952 0.110
H -4.728 4.388 2.688 0.095
H 2.802 -12.899 -2.396 0.096
H -0.856 -2.312 2.147 0.088
H -0.179 -2.373 -4.325 0.109
H -3.792 1.724 -2.229 0.091
H 0.007 2.971 4.884 0.114
H 2.957 -6.368 1.609 0.147
H -4.777 0.567 -1.027 0.097
H -5.766 -2.939 2.064 0.111
H -2.130 1.023 2.129 0.091
H 4.211 -13.852 -1.876 0.093
H 4.631 3.359 3.201 0.096
H -1.907 -4.012 3.583 0.101
H -2.585 3.391 -3.526 0.096
H 4.452 -12.366 -2.825 0.096
H -4.368 -4.332 3.546 0.100
H -0.321 -0.393 -2.823 0.115
H 1.048 2.314 -1.543 0.094
H 3.406 -8.452 1.562 0.105
H 4.153 3.769 5.596 0.094
H 2.282 -8.285 -2.564 0.114
H 2.878 -4.279 3.140 0.112
H 2.932 -10.637 -2.839 0.104
H 2.626 -2.073 4.242 0.110
H -0.478 4.891 2.771 0.115
H -2.746 5.849 2.917 0.097
H 0.727 -4.531 -3.423 0.119
H 1.834 3.562 6.433 0.097
H -0.148 3.700 -3.183 0.097
H 2.787 2.690 1.672 0.105
H -4.422 1.958 2.303 0.096
```

**DFT total energy**: -3761.691781 Ha
**HOMO-LUMO gap (alpha / beta)**: 5.9 / 5.9 eV
**HOMO level (alpha / beta)**: -6.2602 / -6.2621 eV
**Total charge**: 0

***

No. 2
Computed, not measured: a 2-piece molecular cluster, C7H14 overall, with ωB97M-V with the def2-TZVPD basis set.

Geometry as XYZ:
```
21
Properties=species:S:1:pos:R:3:lowdin_charge:R:1
C -2.207 -0.022 1.276 -0.108
C 1.263 -1.442 -1.421 -0.018
C 1.931 -0.680 0.869 -0.118
C -0.225 1.884 -0.269 -0.104
C -1.125 0.836 -0.855 -0.203
C 2.196 -1.026 -0.568 -0.241
C -1.950 0.015 -0.202 -0.197
H 0.793 1.774 -0.664 0.069
H -1.085 0.752 -1.941 0.099
H -0.575 2.887 -0.544 0.075
H 0.218 -1.484 -1.126 0.039
H -3.220 0.344 1.485 0.075
H -2.148 -1.043 1.672 0.072
H 2.405 0.263 1.168 0.072
H 0.856 -0.607 1.066 0.058
H -2.531 -0.693 -0.795 0.097
H 3.235 -0.978 -0.895 0.090
H 2.342 -1.465 1.515 0.074
H -0.169 1.836 0.822 0.059
H 1.506 -1.752 -2.434 0.052
H -1.508 0.601 1.842 0.058
```

**DFT total energy**: -275.059297 Ha
**HOMO-LUMO gap**: 10.2 eV
**SMILES**: C/C=C\C.C=CC
**HOMO level**: -9.0942 eV
**Relative energy (zero: lowest compared OMol25 entry of this formula, charge and spin)**: 35.7 kcal/mol
**Total charge**: 0

***

No. 3
Computed, not measured: a 4-piece molecular cluster, C37H74BI2N4O6S overall in a non-equilibrium geometry, with ωB97M-V with the def2-TZVPD basis set.

Geometry as XYZ:
```
125
Properties=species:S:1:pos:R:3:lowdin_charge:R:1
I -1.289 -0.528 2.572 1.127
I -0.234 3.858 0.407 1.189
S 2.204 -1.271 4.624 0.846
O -4.797 -4.804 -3.649 -0.172
O -5.839 1.625 -0.667 -0.183
O -1.122 1.877 -1.984 0.075
O 5.974 5.234 5.425 -0.160
O 3.741 -3.434 1.392 -0.061
O 1.142 -0.084 -2.118 -0.066
N 1.887 0.323 2.389 0.115
N 1.192 -1.423 0.643 0.065
N 2.879 3.125 1.433 0.152
N 3.227 -0.397 0.585 0.076
C 0.312 -3.368 -1.934 -0.161
C -6.048 3.752 -1.891 -0.074
C 7.250 0.228 2.347 -0.094
C 0.386 -1.329 -0.347 -0.117
C 2.571 -3.511 0.568 -0.191
C 0.510 -0.327 -3.358 -0.240
C 1.907 -0.125 1.023 -0.350
C 4.404 0.094 1.298 -0.192
C -5.934 -2.809 -2.756 -0.075
C -5.960 -5.602 -3.810 -0.276
C 1.568 -0.871 -4.320 -0.034
C 4.885 4.361 5.187 -0.282
C 0.326 0.082 -0.955 -0.214
C -2.533 0.094 -0.886 0.013
C 5.630 0.098 0.371 -0.179
C 4.019 3.376 -0.629 -0.022
C 0.045 -4.851 -1.651 -0.190
C -0.963 1.428 1.838 -0.736
C -1.936 2.373 2.475 -0.247
C -6.700 1.969 0.407 -0.280
C 2.925 2.768 0.217 -0.465
C -0.048 1.770 0.918 -0.559
C 6.848 -0.509 1.076 -0.257
C -6.616 -5.467 -5.173 -0.076
C 2.017 1.835 -0.553 -0.145
C 1.013 0.902 0.192 -0.243
C 2.086 -0.374 3.364 -0.791
C -4.979 -3.407 -3.776 -0.289
C 1.470 -2.709 1.282 -0.084
C -8.154 1.598 0.175 -0.074
C -0.407 -2.433 -0.923 -0.082
C -6.125 2.235 -1.914 -0.283
C -1.883 -5.427 -0.057 -0.096
C 4.184 4.585 3.857 -0.095
C 4.679 7.000 6.551 -0.081
C -1.462 -5.158 -1.519 -0.221
C 5.665 6.615 5.461 -0.283
B -1.140 0.679 -1.287 -0.514
H -6.681 -5.392 -3.012 0.109
H 5.033 6.660 7.525 0.082
H 2.497 -0.325 -4.195 0.087
H 4.513 -3.353 0.822 0.088
H -5.375 1.847 -2.606 0.111
H -5.623 -3.066 -1.742 0.080
H -5.292 -3.151 -4.794 0.110
H -6.184 4.150 -2.897 0.080
H 5.851 1.098 0.006 0.101
H -7.019 -4.466 -5.336 0.067
H 4.285 1.058 1.785 0.106
H 4.780 3.774 0.032 0.082
H -2.512 1.866 3.242 0.036
H 7.688 -0.636 0.397 0.109
H 5.309 6.954 4.482 0.106
H -0.823 -3.051 -0.131 0.104
H -1.377 1.761 -2.910 0.121
H -1.047 -5.752 0.562 0.068
H 0.547 -5.193 -0.749 0.086
H -5.956 -1.722 -2.849 0.072
H -7.100 1.904 -2.287 0.109
H 4.643 -0.617 2.091 0.102
H 1.892 -2.564 2.268 0.077
H -2.632 -6.211 0.000 0.073
H 6.423 0.300 3.050 0.066
H 3.426 3.827 3.700 0.041
H -5.079 4.081 -1.513 0.080
H -6.607 3.034 0.646 0.109
H -6.320 1.421 1.270 0.117
H 8.026 -0.326 2.868 0.076
H 2.816 -3.064 -0.390 0.111
H -0.097 -3.198 -2.927 0.108
H -2.628 2.757 1.727 0.064
H 1.714 -1.935 -4.154 0.065
H 2.082 2.658 1.874 0.023
H 0.559 -3.281 1.427 0.124
H -2.521 -0.766 -0.227 0.021
H -0.293 -1.066 -3.328 0.118
H 1.181 -0.773 -5.331 0.087
H -3.985 -2.972 -3.638 0.103
H 0.131 0.581 -3.830 0.120
H 7.594 1.236 2.121 0.080
H 3.621 4.130 -1.303 0.090
H 1.437 2.428 -1.261 0.091
H 4.166 4.414 6.014 0.107
H -8.245 0.538 -0.066 0.082
H -6.953 -3.173 -2.891 0.070
H -5.626 -6.630 -3.670 0.119
H -1.664 -6.077 -2.057 0.107
H 5.428 -0.556 -0.481 0.107
H 0.458 -5.385 -2.504 0.115
H 4.491 2.574 -1.199 0.070
H 4.895 4.540 3.033 0.073
H 3.692 5.559 3.818 0.070
H 6.615 7.119 5.638 0.118
H -1.267 -2.013 -1.429 0.105
H 6.544 -1.518 1.373 0.099
H -3.173 0.892 -0.513 0.079
H -1.418 3.204 2.945 0.056
H -5.895 -5.669 -5.966 0.083
H 2.690 1.285 -1.197 0.110
H 2.305 -4.562 0.481 0.115
H -3.013 -0.237 -1.817 0.090
H 3.316 -0.505 -0.413 0.126
H -7.441 -6.173 -5.263 0.080
H 1.379 -3.184 -2.023 0.101
H -2.302 -4.538 0.415 0.061
H 4.558 8.084 6.583 0.077
H -8.594 2.164 -0.646 0.069
H 3.694 6.562 6.384 0.064
H -6.819 4.190 -1.257 0.070
H -2.088 -4.359 -1.910 0.098
H 5.311 3.357 5.206 0.114
H -8.741 1.803 1.070 0.080
```

**DFT total energy**: -3142.761534 Ha
**HOMO-LUMO gap**: 7.9 eV
**HOMO level**: -10.7787 eV
**Total charge**: +1

***

No. 4
Computed, not measured: a 13-piece molecular cluster, C25H27Cl37N3O4P overall in a non-equilibrium geometry, with ωB97M-V with the def2-TZVPD basis set.

Geometry as XYZ:
```
97
Properties=species:S:1:pos:R:3:lowdin_charge:R:1
Cl -4.776 3.706 0.354 0.501
Cl 10.005 2.612 7.266 0.515
Cl 7.220 2.400 3.884 0.527
Cl 2.437 8.412 -4.896 0.520
Cl -4.612 -3.314 3.059 0.712
Cl 5.045 -0.923 -0.011 0.500
Cl 7.311 0.936 1.374 0.483
Cl -5.062 -1.851 5.532 0.501
Cl 8.185 -0.206 -1.923 0.515
Cl 1.189 3.703 -0.953 0.484
Cl -4.123 2.491 -2.767 0.583
Cl 8.612 -6.512 -3.115 0.522
Cl 8.030 -5.158 -5.620 0.517
Cl 7.946 -3.680 -3.120 0.483
Cl -4.972 8.050 -4.881 0.529
Cl -6.805 -4.017 7.426 0.503
Cl -5.409 -2.137 9.149 0.514
Cl -6.331 -0.966 3.071 0.531
Cl -0.143 5.716 0.665 0.525
Cl -6.491 3.239 -4.277 0.535
Cl 2.440 4.668 1.488 0.520
Cl -6.990 5.467 -0.309 0.526
Cl -2.111 7.675 -5.236 0.513
Cl 3.366 1.420 0.358 0.508
Cl -3.452 6.495 -2.952 0.522
Cl 5.608 0.867 -2.737 0.538
Cl 1.535 5.791 -4.019 0.504
Cl 11.696 0.274 6.909 0.521
Cl -8.186 -2.806 9.679 0.522
Cl 2.169 -1.227 0.282 0.607
Cl 1.237 6.575 -6.802 0.515
Cl -3.842 3.731 -5.369 0.519
Cl 8.821 -0.041 7.201 0.501
Cl 6.926 -1.148 -4.364 0.501
Cl 2.610 -4.684 1.028 0.135
Cl -5.124 6.209 1.792 0.525
Cl 7.891 -0.427 3.874 0.531
P 1.620 -4.116 2.814 0.635
O -0.082 -6.650 3.081 -0.115
O 1.982 -2.517 3.200 -0.399
O 0.077 -7.647 1.193 0.088
O -3.434 -0.939 -4.244 -0.232
N 0.727 -7.203 2.061 -0.008
N -3.253 -2.299 0.872 0.109
N -0.340 -1.866 1.633 0.055
C -3.416 7.869 -4.062 -1.535
C 7.164 0.238 -3.296 -1.501
C -3.458 -2.182 -4.996 -0.112
C -3.013 -4.652 1.664 -0.151
C 7.658 -5.243 -3.893 -1.536
C 2.238 6.716 -5.352 -1.545
C -2.085 -0.846 -3.713 -0.219
C -6.637 -3.406 9.076 -1.537
C 10.113 0.988 6.575 -1.564
C 1.416 5.096 0.111 -1.539
C -2.419 -3.267 1.431 -0.255
C -1.003 -3.076 1.784 -0.179
C 6.936 0.841 3.097 -1.525
C -0.216 -4.236 2.352 -0.234
C -0.829 -5.556 2.568 -0.260
C -1.131 -0.914 1.089 -0.056
C -5.312 5.387 0.238 -1.550
C -2.090 -0.255 -2.240 -0.177
C -2.557 -1.144 0.702 -0.210
C -2.268 -5.769 2.208 0.016
C -3.331 0.058 0.032 -0.130
C -3.481 -0.340 -1.515 -0.227
C -4.828 2.650 -4.379 -1.502
C -5.775 -2.366 4.000 -1.482
C 3.469 -0.201 -0.341 -1.510
H 2.034 -1.997 2.357 -0.071
H -3.959 -1.361 -1.562 0.119
H -4.691 5.894 -0.494 -0.040
H -2.525 -2.276 -5.630 0.096
H -4.078 -4.837 1.370 0.076
H -2.744 1.010 0.124 0.101
H -1.407 -0.203 -4.339 0.126
H 1.914 5.879 -0.453 0.011
H 5.884 0.591 3.205 0.015
H -1.651 -1.882 -3.663 0.112
H 3.350 -0.116 -1.417 -0.012
H 6.607 -5.490 -3.782 0.016
H -2.711 -6.787 2.349 0.122
H -0.706 0.110 0.908 0.123
H -4.840 1.669 -4.847 0.014
H 9.995 1.067 5.498 -0.017
H 3.218 6.305 -5.573 0.013
H -6.318 -4.226 9.712 0.014
H -4.324 -2.212 -5.707 0.090
H 7.666 1.020 -3.857 0.018
H -1.264 -0.790 -1.677 0.107
H -4.209 0.377 -1.993 0.020
H -1.764 0.825 -2.315 0.094
H -3.227 8.770 -3.486 0.016
H -6.634 -2.994 4.218 0.009
H -4.347 0.176 0.514 0.109
H -3.559 -3.022 -4.251 0.100
```

**DFT total energy**: -18802.250578 Ha
**HOMO-LUMO gap**: 7.6 eV
**HOMO level**: -8.7085 eV
**Total charge**: 0